Entry 1:
A molecular structure, C28H21Co2N2O8 at a distorted geometry, computed with ωB97M-V/def2-TZVPD.

Geometry as XYZ:
```
61
Properties=species:S:1:pos:R:3:lowdin_charge:R:1
O -2.600 -3.191 1.893 0.08
C -1.689 -2.714 1.368 -0.17
Co -0.234 -2.109 0.482 0.06
C 1.307 -2.896 0.653 -0.19
O 2.369 -3.355 0.581 0.06
C -0.728 -2.781 -1.033 -0.17
O -0.946 -3.247 -2.076 0.09
C 0.826 -0.535 -0.338 -0.30
C 1.691 -0.586 -1.528 -0.20
C 2.977 -1.177 -1.520 -0.04
C 3.649 -1.390 -2.731 -0.10
C 3.130 -0.875 -3.927 -0.12
C 2.015 -0.038 -3.887 -0.11
C 1.311 0.130 -2.691 -0.03
C -0.148 0.417 0.040 -0.39
C -1.261 1.075 -0.313 -0.03
Co 0.879 -0.038 1.386 0.06
C 1.053 1.655 1.877 -0.11
O 1.128 2.762 2.196 0.13
C 2.329 -0.656 2.289 -0.10
O 3.198 -1.019 2.974 0.10
C -0.457 -0.473 2.531 -0.15
O -1.229 -0.470 3.398 0.10
H 3.450 -1.448 -0.562 0.10
H 4.590 -1.944 -2.731 0.09
H 3.610 -1.102 -4.874 0.09
H 1.682 0.511 -4.769 0.09
H 0.455 0.804 -2.622 0.10
H -1.635 1.867 0.333 0.03
H -1.814 0.963 -1.250 0.04
O 4.643 -4.593 4.402 0.12
C 4.841 -5.748 4.028 -0.32
C 5.820 -6.769 4.502 -0.08
C 5.839 -7.834 3.609 -0.09
C 6.784 -8.846 3.690 0.00
C 7.721 -8.772 4.727 -0.07
C 7.671 -7.733 5.669 -0.07
C 6.719 -6.708 5.559 0.00
C 4.802 -7.616 2.558 -0.32
O 4.515 -8.274 1.575 0.11
N 4.176 -6.397 2.965 0.04
C 3.103 -5.721 2.191 -0.06
C 1.827 -5.510 3.032 -0.32
C 0.609 -6.206 2.376 -0.15
C -0.545 -5.780 3.294 -0.17
C -0.011 -4.550 4.075 -0.19
N 1.244 -4.176 3.328 0.00
H 6.776 -9.643 2.953 0.12
H 8.501 -9.523 4.805 0.10
H 8.389 -7.707 6.486 0.10
H 6.650 -5.878 6.257 0.12
H 3.484 -4.785 1.766 0.11
H 2.881 -6.432 1.383 0.12
H 2.009 -6.071 3.978 0.14
H 0.469 -5.787 1.369 0.11
H 0.760 -7.287 2.279 0.11
H -1.445 -5.549 2.729 0.09
H -0.793 -6.599 3.976 0.10
H -0.712 -3.704 4.153 0.10
H 0.209 -4.871 5.121 0.11
H 1.843 -3.601 3.933 0.11
```

Results
- Largest force on an atom: 5.82 eV/A
- Kohn-Sham gap: 4.8 eV
- Charge: -1



Entry 2:
A molecular structure, C28H21N10O3SSeZr at a distorted geometry, computed with ωB97M-V/def2-TZVPD.

Geometry as XYZ:
```
65
Properties=species:S:1:pos:R:3:lowdin_charge:R:1
Zr 0.142 -0.080 0.247 1.86
N -0.976 -3.177 2.842 0.17
C -1.983 -2.365 3.305 0.00
C -1.747 -1.133 2.778 -0.07
N -0.600 -1.182 2.018 -0.05
C -0.162 -2.443 2.072 -0.25
C 1.005 -2.812 1.309 -0.26
N 1.571 -1.885 0.542 -0.05
C 2.643 -2.482 -0.065 -0.08
C 2.725 -3.778 0.349 0.00
N 1.673 -3.972 1.203 0.18
H -0.891 -4.162 3.043 0.19
H -2.758 -2.726 3.958 0.14
H -2.309 -0.224 2.908 0.13
H 3.280 -1.955 -0.756 0.13
H 3.416 -4.564 0.098 0.15
H 1.455 -4.849 1.653 0.19
C 0.527 3.578 2.922 0.01
C -0.173 4.501 2.161 0.02
C -0.967 4.043 1.121 0.04
C -0.990 2.690 0.829 -0.20
N -0.247 1.798 1.525 -0.03
C 0.461 2.244 2.573 -0.10
C -1.948 2.089 -0.121 -0.22
C -2.767 2.831 -0.952 0.04
C -3.756 2.181 -1.677 0.01
C -3.917 0.813 -1.522 0.00
C -3.025 0.131 -0.716 -0.09
N -2.036 0.740 -0.044 -0.01
H 1.110 3.887 3.779 0.13
H -0.138 5.557 2.397 0.14
H -1.582 4.744 0.574 0.13
H 0.969 1.492 3.153 0.10
H -2.661 3.903 -1.027 0.13
H -4.403 2.746 -2.336 0.14
H -4.711 0.275 -2.020 0.13
H -3.104 -0.938 -0.586 0.12
O 0.046 1.410 -1.783 -0.06
C -0.014 0.286 -2.319 -0.54
N 0.732 -0.722 -1.810 -0.15
S -0.225 -2.065 -1.894 0.77
O 0.452 -3.305 -1.947 -0.19
O -0.985 -1.821 -0.626 -0.42
C -1.195 -1.530 -3.277 -0.20
C -1.999 -2.203 -4.167 0.01
C -2.576 -1.449 -5.190 0.00
C -2.353 -0.081 -5.292 0.00
C -1.555 0.590 -4.367 0.03
C -0.965 -0.153 -3.362 -0.15
H -2.176 -3.267 -4.088 0.14
H -3.196 -1.945 -5.925 0.13
H -2.785 0.474 -6.114 0.13
H -1.372 1.654 -4.443 0.14
Se 2.863 1.861 -1.263 1.34
N 4.368 1.807 -0.418 -0.18
C 4.215 1.201 0.754 -0.33
C 5.199 0.953 1.746 0.06
C 4.782 0.295 2.866 0.00
C 3.429 -0.110 3.013 -0.06
N 2.479 0.100 2.124 0.08
C 2.879 0.751 1.015 -0.45
N 2.000 1.034 0.048 -0.39
H 6.222 1.277 1.605 0.14
H 5.477 0.074 3.665 0.13
H 3.126 -0.629 3.916 0.13
```

Results
- Largest force on an atom: 1.31 eV/A
- Kohn-Sham gap: 7.4 eV
- Charge: +3